Entry 1:
A 2-piece molecular cluster, C3H3F2N overall in a non-equilibrium geometry, computed with ωB97M-V/def2-TZVPD.

Calculated values
net charge	0
energy above the lowest of the compared OMol25 structures with the same formula, charge and spin	362.3	kJ/mol
LUMO level	-0.71	eV
HOMO-LUMO gap	9.9	eV

Each line ends with the Mulliken charge.
Positions of all 9 atoms, in Å:
1 C 0.79 -0.99 -1.50  0.12
2 C -0.57 0.35 0.35  -0.14
3 C 0.41 0.29 -0.84  0.12
4 N 1.25 -1.87 -2.06  -0.32
5 F -0.05 -0.36 1.41  -0.25
6 F 0.41 1.31 -1.71  -0.23
7 H -1.49 -0.17 0.04  0.26
8 H -0.43 1.37 0.65  0.25
9 H 1.97 0.59 0.05  0.20


Entry 2:
One molecule with the formula C3H3F2NOS in a non-equilibrium geometry, computed with ωB97M-V/def2-TZVPD.

Calculated values
SMILES string	C=NSC(=O)C(F)F
net charge	0
energy above the lowest of the compared OMol25 structures with the same formula, charge and spin	185.2	kJ/mol
LUMO level	0.16	eV
HOMO-LUMO gap	9.1	eV

Each line ends with the Mulliken charge.
Positions of all 11 atoms, in Å:
1 C -1.57 -0.31 -0.97  -0.19
2 C 2.12 0.60 0.34  0.41
3 C 3.59 0.01 0.17  0.32
4 N -0.50 0.09 -0.41  -0.25
5 O 1.63 1.62 0.63  -0.34
6 F 3.70 -1.23 0.43  -0.18
7 F 4.05 0.24 -1.09  -0.23
8 S 0.75 -0.95 -0.22  -0.11
9 H -2.42 0.39 -0.90  0.26
10 H -1.64 -1.43 -1.37  0.16
11 H 4.30 0.64 0.81  0.15


Entry 3:
C3H3F2NS2 as an isolated structure in a non-equilibrium geometry, computed with ωB97M-V/def2-TZVPD.

Calculated values
net charge	0
energy above the lowest of the compared OMol25 structures with the same formula, charge and spin	231.8	kJ/mol
LUMO level	-1.17	eV
HOMO-LUMO gap	6.0	eV

Each line ends with the Mulliken charge.
Positions of all 11 atoms, in Å:
1 C 0.74 -1.39 -0.40  0.30
2 C 0.57 0.02 -0.01  0.21
3 C -1.15 1.64 0.29  -0.08
4 H 1.46 -1.67 -1.03  0.21
5 H -1.40 -0.43 -0.24  0.35
6 H -2.18 1.91 0.11  0.34
7 N -0.69 0.46 -0.08  -0.20
8 F 1.14 -2.18 0.91  -0.31
9 F -0.32 -1.85 -1.12  -0.28
10 S 1.81 0.75 0.66  -0.26
11 S 0.01 2.75 0.92  -0.28


Entry 4:
An isolated ion of composition C3H3F2O2S and charge -1 in a non-equilibrium geometry, computed with ωB97M-V/def2-TZVPD.

Calculated values
SMILES string	O=C([O-])[C@H](S)C(F)F
net charge	-1
energy above the lowest of the compared OMol25 structures with the same formula, charge and spin	0.0	kJ/mol
LUMO level	3.49	eV
HOMO-LUMO gap	8.0	eV

Each line ends with the Mulliken charge.
Positions of all 11 atoms, in Å:
1 C -1.29 -0.82 0.02  0.57
2 C -0.21 0.25 0.57  -0.27
3 C 1.37 -0.09 -0.34  0.10
4 O -2.17 -0.32 -0.69  -0.73
5 O -0.99 -1.95 0.35  -0.67
6 F 2.25 0.83 0.07  -0.25
7 F 1.89 -1.29 -0.01  -0.24
8 S -0.56 1.88 0.22  -0.33
9 H 0.24 -0.04 1.50  0.38
10 H 1.24 -0.09 -1.35  0.28
11 H -1.78 1.64 -0.35  0.17


Entry 5:
One molecule with the formula C3H3F3O in a non-equilibrium geometry, computed with ωB97M-V/def2-TZVPD.

Calculated values
net charge	0
energy above the lowest of the compared OMol25 structures with the same formula, charge and spin	159.8	kJ/mol
multiplicity	3
LUMO level (alpha / beta)	0.91 / -2.71	eV
<S²>	2.006
HOMO-LUMO gap (alpha / beta)	6.8 / 9.8	eV

Each line ends with the Mulliken charge.
Positions of all 10 atoms, in Å:
1 C -0.36 -0.32 -1.81  -0.91
2 C -0.46 0.28 -0.66  0.65
3 C 0.27 0.01 1.54  0.36
4 O -0.58 -0.46 0.61  -0.31
5 F -0.30 1.63 -0.49  -0.22
6 F 0.02 -0.60 2.68  -0.23
7 F 1.48 -0.51 1.10  -0.29
8 H -0.24 0.25 -2.73  0.33
9 H -0.13 -1.37 -1.88  0.35
10 H 0.30 1.10 1.64  0.28


Entry 6:
C3H3FMnO4 as an isolated structure in a non-equilibrium geometry, computed with ωB97M-V/def2-TZVPD.

Calculated values
net charge	+3
multiplicity	7
LUMO level (alpha / beta)	-14.21 / -16.16	eV
<S²>	12.011
HOMO-LUMO gap (alpha / beta)	10.6 / 9.1	eV

Each line ends with the Mulliken charge.
Positions of all 12 atoms, in Å:
1 C -0.63 2.95 -1.23  0.11
2 C 0.69 2.41 -0.84  -0.23
3 O 0.54 1.08 -0.41  -0.15
4 O -0.82 4.10 -1.68  0.12
5 H -1.56 2.37 -1.20  0.42
6 H 1.14 3.06 -0.06  0.42
7 H 1.37 2.42 -1.72  0.42
8 F 0.35 4.83 -1.76  0.02
9 C 0.86 -0.07 -1.16  0.61
10 O 0.69 -1.22 -0.84  0.12
11 Mn 1.09 -2.78 1.34  1.69
12 O 0.11 -1.52 0.42  -0.56


Entry 7:
A 2-piece molecular cluster, C3H3FN2 overall in a non-equilibrium geometry, computed with ωB97M-V/def2-TZVPD.

Calculated values
SMILES string	C#CN=C=N.F
net charge	0
energy above the lowest of the compared OMol25 structures with the same formula, charge and spin	314.4	kJ/mol
LUMO level	0.74	eV
HOMO-LUMO gap	10.0	eV

Each line ends with the Mulliken charge.
Positions of all 9 atoms, in Å:
1 C 1.80 -0.42 1.52  -0.53
2 C 0.89 -0.15 0.79  0.30
3 C -1.23 0.77 -0.07  0.37
4 N -2.29 1.29 -0.16  -0.46
5 N -0.26 0.15 0.27  -0.28
6 F 0.35 -1.11 -1.99  -0.40
7 H 2.89 -0.62 1.89  0.35
8 H 0.60 -1.59 -1.24  0.38
9 H -2.75 1.67 -1.01  0.28


Entry 8:
One molecule with the formula C3H3FN2O2 in a non-equilibrium geometry, computed with ωB97M-V/def2-TZVPD.

Calculated values
SMILES string	O=c1[nH]nc(CF)o1
net charge	0
energy above the lowest of the compared OMol25 structures with the same formula, charge and spin	350.3	kJ/mol
LUMO level	0.28	eV
HOMO-LUMO gap	10.5	eV

Each line ends with the Mulliken charge.
Positions of all 11 atoms, in Å:
1 C 0.64 -1.18 -1.31  -0.19
2 C 0.16 -0.34 -0.12  0.46
3 C -0.38 1.60 0.82  0.50
4 H -0.17 -2.08 -1.39  0.26
5 H 1.80 -1.45 -1.04  0.24
6 H -0.98 0.30 2.57  0.38
7 N -0.48 -0.76 0.85  -0.53
8 N -0.89 0.51 1.34  -0.03
9 O -0.37 2.80 0.99  -0.56
10 O 0.41 1.05 -0.29  -0.28
11 F 0.28 -0.45 -2.43  -0.26


Entry 9:
One molecule with the formula C3H3FN2S in a non-equilibrium geometry, computed with ωB97M-V/def2-TZVPD.

Calculated values
SMILES string	N=C=N/C=C\SF
net charge	0
energy above the lowest of the compared OMol25 structures with the same formula, charge and spin	244.1	kJ/mol
LUMO level	0.24	eV
HOMO-LUMO gap	8.5	eV

Each line ends with the Mulliken charge.
Positions of all 10 atoms, in Å:
1 C -0.59 -0.60 -0.01  -0.08
2 C 0.54 -1.30 -0.13  -0.23
3 C -0.25 1.79 -0.06  0.76
4 N -0.76 0.71 0.24  -0.50
5 N 0.23 2.89 -0.29  -0.63
6 F 1.98 0.85 0.20  -0.24
7 S 2.11 -0.75 -0.05  0.08
8 H -1.47 -1.17 -0.32  0.28
9 H 0.36 -2.26 -0.61  0.28
10 H 1.09 3.16 0.06  0.29


Entry 10:
A 2-piece molecular cluster, C3H3FO overall in a non-equilibrium geometry, computed with ωB97M-V/def2-TZVPD.

Calculated values
SMILES string	C=C=C=O.F
net charge	0
energy above the lowest of the compared OMol25 structures with the same formula, charge and spin	150.6	kJ/mol
LUMO level	-0.66	eV
HOMO-LUMO gap	8.2	eV

Each line ends with the Mulliken charge.
Positions of all 8 atoms, in Å:
1 C -1.59 0.07 0.31  0.73
2 C 0.18 -1.68 -0.43  -0.65
3 C -0.63 -0.72 0.05  -0.14
4 O -2.36 0.94 0.53  -0.44
5 F 1.77 2.31 0.54  -0.40
6 H 1.21 -1.43 -0.31  0.27
7 H -0.22 -2.67 -0.85  0.24
8 H 1.64 3.19 0.17  0.40


Entry 11:
One molecule with the formula C3H3FO in a non-equilibrium geometry, computed with ωB97M-V/def2-TZVPD.

Calculated values
SMILES string	O=C/C=C\F
net charge	0
energy above the lowest of the compared OMol25 structures with the same formula, charge and spin	49.4	kJ/mol
LUMO level	-0.19	eV
HOMO-LUMO gap	9.9	eV

Each line ends with the Mulliken charge.
Positions of all 8 atoms, in Å:
1 C 0.33 -1.09 0.23  -0.04
2 C 0.17 0.04 -0.52  -0.32
3 C -0.44 1.19 -0.02  0.11
4 H 0.66 -2.06 -0.18  0.32
5 H 0.41 -0.10 -1.53  0.34
6 H -0.76 2.01 -0.75  0.28
7 O -0.59 1.32 1.20  -0.49
8 F 0.22 -1.32 1.57  -0.19


Entry 12:
One molecule with the formula C3H3FO2 in a non-equilibrium geometry, computed with ωB97M-V/def2-TZVPD.

Calculated values
SMILES string	O=C/C(F)=C/O
net charge	0
energy above the lowest of the compared OMol25 structures with the same formula, charge and spin	153.1	kJ/mol
LUMO level	0.31	eV
HOMO-LUMO gap	9.7	eV

Each line ends with the Mulliken charge.
Positions of all 9 atoms, in Å:
1 C 0.81 0.25 0.03  -0.23
2 C -1.31 -1.01 -0.07  0.05
3 C -0.57 0.25 -0.01  0.57
4 O -2.48 -1.08 -0.03  -0.45
5 O 1.56 1.34 -0.11  -0.44
6 F -1.26 1.36 -0.02  -0.25
7 H 1.32 -0.68 0.08  0.26
8 H -0.53 -1.83 0.22  0.15
9 H 2.45 1.40 -0.08  0.34